126
Properties=species:S:1:pos:R:3 method="wB97M-V/def2-TZVPD" mol_weight_g_mol=636.990 relative_energy_kcal_mol=53.6 total_charge=0 smiles=CC(C)O.CC(C)O.CC(C)O.CC(C)O.CC(C)O.CC(C)O.CCO.CCO.CCO.CCO.CCO.CCO e_lumo_ev=0.45 gap_ev=10.0 homo_ev=-9.53
C -1.329 4.331 0.102
C -0.535 4.729 1.352
C 0.404 5.938 1.153
O -1.451 5.159 2.390
H -2.174 5.059 -0.034
H -1.635 3.306 0.134
H -0.595 4.388 -0.812
H 0.105 3.910 1.682
H -0.110 6.738 0.630
H 1.269 5.608 0.585
H 0.746 6.325 2.148
H -1.395 4.528 3.156
C 0.072 2.972 -4.024
C -1.390 3.371 -3.880
C -1.651 4.859 -3.993
O -1.959 2.661 -4.973
H 0.494 3.054 -5.028
H 0.291 1.925 -3.703
H 0.635 3.693 -3.386
H -1.737 3.061 -2.919
H -2.681 5.024 -4.071
H -1.211 5.040 -4.942
H -1.216 5.435 -3.186
H -2.943 2.648 -4.936
C -2.147 -1.761 4.643
C -2.010 -1.565 3.141
C -3.290 -1.477 2.319
O -1.303 -0.312 2.911
H -2.773 -0.901 4.976
H -1.194 -1.731 5.142
H -2.704 -2.674 4.871
H -1.239 -2.295 2.743
H -3.033 -1.151 1.308
H -3.948 -0.767 2.761
H -3.762 -2.429 2.293
H -1.019 -0.398 1.941
C -3.569 2.018 4.614
C -2.154 2.396 5.068
C -1.520 1.576 6.191
O -1.320 2.328 3.926
H -3.791 1.000 4.263
H -3.899 2.645 3.775
H -4.281 2.191 5.423
H -2.052 3.409 5.392
H -0.530 1.916 6.480
H -1.469 0.495 5.986
H -2.000 1.743 7.119
H -1.409 1.420 3.559
C 1.669 -0.352 4.416
C 2.350 0.996 4.320
C 3.082 1.259 2.998
O 1.586 2.126 4.670
H 1.006 -0.614 3.554
H 1.075 -0.368 5.333
H 2.399 -1.138 4.406
H 3.109 1.036 5.103
H 3.566 2.227 2.949
H 2.348 1.204 2.147
H 3.863 0.461 2.824
H 0.671 2.121 4.262
C 0.269 0.848 -0.404
C -0.704 -0.343 -0.641
C -0.417 -1.165 -1.894
O -0.582 -1.269 0.446
H 0.073 1.303 0.591
H 0.053 1.652 -1.243
H 1.315 0.577 -0.515
H -1.666 0.035 -0.584
H -1.008 -2.051 -1.930
H 0.576 -1.664 -1.939
H -0.592 -0.638 -2.806
H 0.371 -1.451 0.443
C 2.345 0.069 -4.746
C 3.006 -1.181 -5.367
O 2.031 -2.184 -5.755
H 3.016 0.565 -4.078
H 1.573 -0.352 -4.191
H 1.919 0.796 -5.460
H 3.671 -1.612 -4.624
H 3.591 -0.982 -6.248
H 1.296 -1.728 -6.207
C 3.367 -4.247 -3.324
C 2.505 -4.473 -2.167
O 3.285 -4.444 -0.946
H 3.996 -5.156 -3.456
H 3.885 -3.313 -3.111
H 2.711 -4.152 -4.219
H 1.912 -5.390 -2.149
H 1.755 -3.705 -1.930
H 3.878 -5.178 -0.980
C -2.351 -5.207 -0.465
C -3.248 -4.390 0.462
O -3.472 -3.103 -0.118
H -2.878 -5.406 -1.389
H -1.996 -6.189 -0.046
H -1.412 -4.651 -0.760
H -2.863 -4.362 1.532
H -4.311 -4.762 0.578
H -2.597 -2.646 -0.042
C -4.432 -1.134 -2.831
C -3.811 -0.066 -3.743
O -4.813 0.818 -4.184
H -5.146 -1.756 -3.412
H -4.951 -0.713 -2.010
H -3.608 -1.791 -2.374
H -3.204 -0.498 -4.561
H -3.146 0.576 -3.125
H -5.149 0.658 -5.084
C 2.247 -3.473 2.291
C 2.950 -2.336 1.568
O 2.141 -1.883 0.474
H 1.981 -4.225 1.532
H 1.413 -3.209 2.866
H 2.929 -4.004 3.007
H 3.954 -2.594 1.221
H 3.085 -1.468 2.297
H 2.629 -1.277 -0.035
C 4.781 1.152 -1.586
C 4.919 -0.268 -1.955
O 3.793 -0.973 -1.403
H 3.793 1.514 -1.989
H 5.531 1.752 -2.126
H 4.717 1.421 -0.504
H 5.842 -0.677 -1.495
H 4.996 -0.475 -3.062
H 3.943 -1.924 -1.362

=====

138
Properties=species:S:1:pos:R:3 method="wB97M-V/def2-TZVPD" mol_weight_g_mol=791.028 relative_energy_kcal_mol=189.5 total_charge=0 smiles=COC[C@H](C)N.COC[C@H](C)N.COC[C@H](C)N.COC[C@H](C)N.OCCO.OCCO.OCCO.OCCO.OCCO.OCCO.OCCO e_lumo_ev=0.23 gap_ev=9.3 homo_ev=-9.10
C 7.306 -0.694 6.253
C 6.388 -0.128 5.193
C 6.829 1.212 4.631
O 5.897 1.930 3.809
C 4.511 2.006 4.056
N 6.386 -1.119 4.084
H 7.598 0.035 7.009
H 8.262 -1.070 5.888
H 6.872 -1.500 6.845
H 5.369 -0.044 5.569
H 7.779 1.355 4.118
H 6.986 1.900 5.462
H 3.950 2.729 3.464
H 4.309 2.339 5.074
H 3.932 1.099 3.880
H 6.647 -0.740 3.185
H 7.279 -1.538 4.302
C 1.172 2.553 -7.539
C 0.314 1.505 -6.933
C 1.145 0.163 -6.701
O 2.217 0.306 -5.797
C 3.291 -0.577 -5.673
N -0.063 1.990 -5.659
H 1.229 2.423 -8.620
H 2.187 2.535 -7.141
H 0.719 3.504 -7.259
H -0.432 1.227 -7.678
H 1.592 -0.035 -7.676
H 0.453 -0.617 -6.384
H 3.627 -0.682 -6.705
H 2.985 -1.589 -5.408
H 4.108 -0.264 -5.023
H -0.235 2.974 -5.508
H 0.711 1.739 -5.060
C -0.290 7.181 3.250
C 0.072 7.433 4.723
C 1.642 7.458 4.735
O 1.902 7.797 6.109
C 3.275 7.960 6.406
N -0.499 8.681 5.254
H 0.030 8.035 2.653
H -1.355 7.050 3.056
H 0.185 6.375 2.693
H -0.255 6.611 5.361
H 2.002 8.237 4.063
H 2.050 6.486 4.456
H 3.960 7.317 5.853
H 3.370 7.904 7.491
H 3.529 9.014 6.295
H 0.220 9.365 5.063
H -0.551 8.619 6.260
C -0.689 -0.311 2.456
C -0.260 0.329 1.119
C -1.052 -0.043 -0.213
O -0.923 -1.453 -0.431
C -1.169 -1.927 -1.679
N -0.263 1.753 1.284
H -0.280 -1.310 2.613
H -1.745 -0.545 2.322
H -0.632 0.362 3.312
H 0.767 0.056 0.880
H -0.484 0.431 -1.014
H -2.071 0.340 -0.162
H -2.218 -2.185 -1.829
H -0.469 -2.745 -1.850
H -0.803 -1.221 -2.424
H -0.423 2.236 0.412
H -1.183 1.780 1.700
C -1.916 7.135 -3.758
C -2.195 8.354 -3.026
O -1.806 8.422 -1.687
O -0.746 6.523 -3.207
H -1.773 7.412 -4.803
H -2.746 6.435 -3.660
H -3.236 8.647 -3.163
H -1.520 9.139 -3.365
H -2.176 9.244 -1.358
H -0.673 6.710 -2.268
C -5.205 -6.772 -3.014
C -5.824 -8.158 -2.823
O -5.214 -9.153 -3.781
O -6.107 -5.685 -2.555
H -4.989 -6.572 -4.063
H -4.222 -6.773 -2.543
H -6.902 -8.015 -2.902
H -5.651 -8.675 -1.879
H -4.604 -9.751 -3.342
H -5.875 -4.797 -2.836
C 3.092 -7.700 -2.149
C 2.271 -7.054 -3.265
O 2.436 -7.548 -4.640
O 2.819 -8.988 -1.710
H 2.823 -6.995 -1.363
H 4.148 -7.528 -2.361
H 2.372 -5.971 -3.339
H 1.230 -7.193 -2.973
H 2.461 -8.506 -4.684
H 2.671 -8.969 -0.762
C 3.443 -5.288 4.720
C 3.851 -6.491 3.726
O 2.747 -7.068 3.131
O 3.248 -4.153 3.948
H 4.173 -5.032 5.488
H 2.507 -5.630 5.163
H 4.371 -7.168 4.405
H 4.514 -6.129 2.940
H 2.334 -6.326 2.683
H 4.027 -3.592 3.925
C -1.670 -5.928 1.840
C -1.882 -6.555 3.281
O -1.263 -7.838 3.284
O -0.335 -5.446 1.511
H -2.386 -5.135 1.622
H -1.912 -6.797 1.229
H -2.922 -6.573 3.608
H -1.429 -5.971 4.082
H -0.346 -7.788 3.003
H -0.489 -4.506 1.386
C -6.205 -0.815 -4.911
C -4.905 -0.130 -5.593
O -4.611 1.118 -4.816
O -5.789 -1.182 -3.610
H -6.496 -1.748 -5.394
H -7.048 -0.128 -4.847
H -5.040 -0.044 -6.671
H -4.143 -0.909 -5.558
H -3.664 1.262 -4.892
H -5.199 -0.478 -3.331
C -6.239 4.966 0.799
C -5.817 3.466 0.948
O -4.625 3.521 1.700
O -5.456 5.515 -0.239
H -6.255 5.536 1.728
H -7.259 4.997 0.416
H -5.495 2.931 0.054
H -6.577 2.942 1.527
H -4.839 3.777 2.600
H -4.571 5.602 0.123